[1]
Molecular formula: C5H6
Method: DFT, ωB97M-V with the def2-TZVPD basis set

The geometry in XYZ format:
```
11
Properties=species:S:1:pos:R:3:forces:R:3
C -2.519774 0.137511 -0.033044 0.617 -1.065 -1.011
C -1.317992 -0.103972 0.059065 -0.011 2.018 0.406
C 0.162128 -0.019416 0.508141 -5.949 -0.557 -0.121
C 1.211044 -0.617586 -0.277411 -0.912 -3.581 -1.689
C 1.152115 0.835880 -0.050275 -0.400 0.815 -2.282
H -3.575180 0.121550 -0.391058 1.538 0.137 0.771
H 0.066473 -0.424565 1.426521 0.630 -0.340 3.515
H 1.577367 -1.468331 0.326019 1.142 1.120 -0.591
H 0.658938 -0.988635 -1.137153 1.145 -0.053 -0.621
H 0.624345 1.311088 -0.924287 1.629 0.247 0.945
H 1.960534 1.216474 0.493480 0.573 1.258 0.677
```
Forces are in eV/Å.

Properties
SMILES = C#CC1CC1
E_HOMO = -9.5927 eV
E_tot = -5277.6944 eV
multiplicity = 1

[2]
Molecular formula: C5H6
Method: DFT, ωB97M-V with the def2-TZVPD basis set

The geometry in XYZ format:
```
11
Properties=species:S:1:pos:R:3:forces:R:3
C 0.055690 -1.486968 -0.002137 0.912 -0.002 0.329
C 0.856154 -0.291840 0.497173 -1.642 0.021 0.284
C -0.339499 0.630121 0.591109 1.679 0.301 -0.975
C -0.401915 1.444899 -0.569110 0.787 0.838 -2.584
C 0.280130 -0.218718 -0.839178 -0.357 1.515 0.398
H 0.746062 -2.324813 -0.311537 -1.525 0.584 0.107
H -0.898276 -1.603448 0.524753 0.482 -0.876 -0.338
H 1.710155 -0.291767 1.109544 1.416 0.316 -0.079
H -1.131817 0.191986 1.137415 -1.410 0.119 -0.170
H -1.344336 1.846529 -1.109422 1.137 -1.193 1.447
H 0.467652 2.104019 -1.028609 -1.477 -1.622 1.582
```
Forces are in eV/Å.

Properties
SMILES = C1[C@@H]2[C@H]3CC123
E_HOMO = -7.9867 eV
E_tot = -5275.8632 eV
multiplicity = 1

[3]
Molecular formula: C5H6
Method: DFT, ωB97M-V with the def2-TZVPD basis set

The geometry in XYZ format:
```
11
Properties=species:S:1:pos:R:3:forces:R:3
C 0.455910 1.080064 -1.489714 1.061 -0.691 -0.047
C -0.567370 0.473359 -0.988573 -0.554 -0.883 1.080
C -0.359850 -0.300895 0.207961 -1.330 0.185 1.808
C -0.793888 -0.503796 1.434581 -0.002 -0.245 -2.255
C 0.633922 -0.969891 1.091129 -2.962 -1.332 -0.255
H 0.316950 1.714050 -2.278668 0.119 1.685 -1.931
H 1.403103 0.780259 -1.144761 1.310 0.232 0.276
H -1.519953 0.689689 -1.395900 -1.126 -0.098 0.110
H -1.723103 -0.454810 1.995640 0.688 -0.063 0.317
H 1.383080 -0.474441 1.557343 2.496 1.609 1.176
H 0.771199 -2.033588 1.010961 0.299 -0.399 -0.278
```
Forces are in eV/Å.

Properties
SMILES = C=CC1=CC1
E_HOMO = -8.7134 eV
E_tot = -5278.4241 eV
multiplicity = 1